Formula: C29H48BrN2O7P4
Source: the Open Molecules 2025 dataset
Level of theory: the ωB97M-V functional and the def2-TZVPD basis

Output
* M: 740.51 g/mol
* multiplicity: 1
* LUMO level: 0.05 eV
* E_HOMO: -3.454 eV
* charge: -1

XYZ file:
```
91
Properties=species:S:1:pos:R:3:mulliken_charge:R:1
C -0.317 0.422 4.196 -1.315
C 0.385 -0.048 2.903 -0.566
P -0.526 0.462 1.390 0.084
C -0.058 2.216 1.139 -0.312
C -1.203 3.032 0.563 -1.223
P 0.129 -0.769 -0.436 0.097
C 2.007 -0.410 -0.049 -1.471
C 3.133 -0.112 -1.050 -0.365
C 2.867 0.271 -2.502 -0.951
Br 4.292 1.338 -0.266 -0.276
O 0.315 -2.265 0.706 -0.643
C -0.614 -2.738 1.425 0.509
N -1.293 -3.111 2.289 -0.785
O 0.130 0.709 -1.352 -0.525
C -0.615 0.956 -2.491 -0.210
C -0.134 2.246 -3.222 -1.074
N 0.937 2.986 -2.539 0.031
C 0.667 4.408 -2.344 -0.388
C 1.974 5.197 -2.204 0.474
C 2.094 5.901 -0.872 -1.603
O 2.106 6.200 -3.228 -0.610
P -2.121 -1.321 -0.756 0.804
C -3.444 -0.344 0.053 -1.254
C -2.736 -1.456 -2.493 -1.405
P 0.645 -2.193 -2.221 0.195
C -0.473 -3.665 -2.115 -1.041
C 2.220 -3.036 -1.721 -1.214
H -1.297 0.843 3.992 0.366
H 0.304 1.158 4.706 0.220
H -0.408 -0.421 4.879 0.400
H 0.569 -1.116 2.926 0.535
H 1.377 0.416 2.886 0.419
H 0.188 2.610 2.131 0.629
H 0.847 2.353 0.541 0.105
H -2.044 3.049 1.256 0.441
H -1.567 2.622 -0.378 0.025
H -0.903 4.067 0.396 0.398
H 2.360 -1.234 0.569 0.450
H 1.966 0.422 0.645 0.458
H 3.852 -0.920 -1.034 0.845
H 3.579 -0.248 -3.145 0.262
H 1.869 0.021 -2.834 0.130
H 3.032 1.329 -2.663 0.377
H -0.607 0.137 -3.213 0.264
H -1.674 1.115 -2.245 0.259
H 0.182 1.978 -4.232 0.244
H -0.988 2.913 -3.345 0.417
H 1.745 2.955 -3.146 0.250
H 0.092 4.545 -1.430 -0.119
H 0.104 4.852 -3.174 0.442
H 2.826 4.516 -2.290 0.251
H 3.077 6.359 -0.782 0.390
H 1.322 6.657 -0.754 0.377
H 2.021 5.153 -0.084 0.357
H 2.360 5.756 -4.041 0.313
H -3.490 -0.595 1.105 0.334
H -3.403 0.737 -0.089 0.213
H -4.375 -0.693 -0.406 0.502
H -1.956 -1.530 -3.246 0.466
H -3.344 -0.590 -2.768 0.399
H -3.366 -2.337 -2.598 0.395
H 0.098 -4.581 -2.268 0.557
H -1.230 -3.639 -2.889 0.152
H -0.992 -3.753 -1.163 0.422
H 2.423 -2.972 -0.656 0.271
H 2.177 -4.076 -2.031 0.544
H 3.050 -2.577 -2.254 0.271
C -4.021 -8.135 -3.620 -0.392
C -4.047 -6.812 -3.749 -0.404
C -2.814 -6.045 -4.063 0.461
O -2.832 -4.842 -4.181 -0.519
C -1.551 -6.812 -4.224 -0.185
C -1.528 -8.136 -4.094 -0.412
C -2.760 -8.902 -3.785 0.374
O -2.741 -10.109 -3.672 -0.564
H -4.905 -8.717 -3.391 0.391
H -4.953 -6.230 -3.632 0.423
H -0.667 -6.228 -4.446 0.432
H -0.621 -8.716 -4.205 0.397
C 1.458 4.477 7.387 -0.389
C 2.147 4.207 8.491 -0.352
C 1.850 3.003 9.308 0.380
O 2.477 2.761 10.318 -0.559
C 0.759 2.111 8.843 -0.351
C 0.069 2.379 7.738 -0.188
C 0.362 3.586 6.921 0.372
O -0.263 3.837 5.917 -0.524
H 1.655 5.348 6.774 0.411
H 2.948 4.840 8.850 0.391
H 0.565 1.238 9.453 0.403
H -0.727 1.739 7.379 0.412
```

=====

Formula: C29H48BrN2O8
Source: the Open Molecules 2025 dataset
Level of theory: the ωB97M-V functional and the def2-TZVPD basis

Output
* M: 632.61 g/mol
* multiplicity: 1
* LUMO level: -2.57 eV
* E_HOMO: -10.414 eV
* charge: +1
* energy relative to the best compared isomer or geometry (same formula, charge and spin): 0.0 kcal per mole

XYZ file:
```
88
Properties=species:S:1:pos:R:3:mulliken_charge:R:1
C -5.450 -1.479 3.852 -1.242
C -3.903 -1.825 3.661 0.430
C -3.243 -0.527 3.050 -1.022
N -1.745 -0.531 3.164 -0.020
C -1.264 -0.853 4.537 0.362
Br -1.823 0.495 5.851 0.025
C 0.296 -1.106 4.468 -0.790
C 1.150 -0.005 5.157 -1.087
O 0.990 1.236 4.457 0.108
C 1.698 2.214 5.266 -0.742
C 2.774 2.956 4.344 -0.530
O 2.161 4.127 3.781 -0.501
C 1.603 3.922 2.528 0.160
C 2.492 3.795 1.359 -0.635
C 1.979 3.639 0.007 -0.355
C 0.536 3.599 -0.290 0.274
C 0.129 3.484 -1.800 2.065
C -1.287 4.166 -2.080 -1.621
C 1.170 4.415 -2.594 -1.740
C 0.278 2.052 -2.435 -1.904
C -0.361 0.865 -1.653 2.635
C -0.432 -0.353 -2.689 -1.814
C 0.489 0.330 -0.432 -1.129
C -1.835 1.093 -1.171 -1.365
C -0.355 3.677 0.866 -0.152
C 0.164 3.837 2.247 -0.852
C -1.915 -2.244 4.982 -1.188
N -3.374 -2.208 4.970 -0.307
H -5.629 -0.378 3.814 0.367
H -5.781 -1.838 4.856 0.355
H -6.047 -1.941 3.027 0.322
H -3.863 -2.660 2.922 0.292
H -3.641 0.365 3.585 0.500
H -3.482 -0.453 1.964 0.349
H -1.372 -1.233 2.512 0.529
H -1.400 0.404 2.899 0.131
H 0.613 -1.155 3.387 0.289
H 0.552 -2.092 4.932 0.401
H 0.891 0.073 6.243 0.507
H 2.243 -0.270 5.079 0.474
H 2.168 1.762 6.168 0.547
H 0.921 2.982 5.530 0.301
H 3.572 3.269 5.072 0.302
H 3.230 2.276 3.590 0.339
H 3.582 3.844 1.553 0.428
H 2.757 3.555 -0.779 0.212
H -1.976 3.836 -1.264 0.343
H -1.171 5.269 -1.980 0.392
H -1.708 3.854 -3.069 0.311
H 2.141 3.878 -2.675 0.381
H 1.337 5.338 -1.978 0.408
H 0.746 4.713 -3.584 0.409
H 1.385 1.842 -2.484 0.358
H -0.058 2.050 -3.509 0.399
H 0.522 -0.331 -3.283 0.333
H -0.592 -1.324 -2.174 0.382
H -1.246 -0.121 -3.427 0.482
H 1.559 0.268 -0.717 0.273
H 0.299 0.917 0.503 -0.091
H 0.128 -0.719 -0.223 0.347
H -1.935 1.601 -0.186 -0.026
H -2.365 1.692 -1.963 0.256
H -2.355 0.094 -1.184 0.415
H -1.457 3.649 0.731 0.339
H -0.509 3.907 3.125 0.413
H -1.550 -3.026 4.256 0.399
H -1.526 -2.548 5.988 0.413
H -3.754 -1.600 5.690 0.377
C 3.224 -4.472 -2.834 -0.372
C 1.979 -3.888 -3.436 -0.203
O 1.672 -2.814 -2.542 -0.172
C 2.826 -2.460 -1.925 0.489
O 2.953 -1.495 -1.245 -0.477
O 3.817 -3.347 -2.182 -0.367
H 3.896 -4.887 -3.583 0.310
H 3.009 -5.240 -2.087 0.249
H 2.148 -3.479 -4.434 0.106
H 1.164 -4.600 -3.482 0.401
C 1.133 -3.346 -8.150 -0.292
C 0.470 -4.564 -8.728 -0.350
O 0.453 -5.468 -7.623 -0.325
C 0.514 -4.726 -6.492 0.634
O 0.353 -5.157 -5.400 -0.500
O 0.783 -3.423 -6.768 -0.275
H 0.769 -2.421 -8.593 0.283
H 2.222 -3.378 -8.241 0.269
H -0.558 -4.372 -9.043 0.265
H 1.023 -4.984 -9.566 0.303
```

=====

Formula: C29H48BrN3P2SV
Source: the Open Molecules 2025 dataset
Level of theory: the ωB97M-V functional and the def2-TZVPD basis

Output
* M: 663.59 g/mol
* multiplicity: 2
* LUMO level (alpha / beta): -13.96 / -14.31 eV
* E_HOMO (alpha / beta): -19.125 / -19.120 eV
* charge: +4
* <S²>: 0.75
* energy relative to the best compared isomer or geometry (same formula, charge and spin): 0.0 kcal per mole

XYZ file:
```
85
Properties=species:S:1:pos:R:3:mulliken_spin:R:1
N 2.544 -6.175 -2.616 0.006
C 2.101 -6.233 -1.344 -0.002
C 1.357 -5.161 -0.787 0.005
C 1.062 -3.974 -1.523 0.004
C 1.517 -3.975 -2.855 0.003
C 2.252 -5.084 -3.311 -0.002
C 0.244 -2.933 -0.868 0.013
V 0.370 -0.871 -0.079 0.006
P -1.501 2.983 -0.763 0.622
C -0.699 -1.993 -1.462 -0.008
C -2.054 -1.886 -0.840 0.000
C -2.853 -0.723 -1.005 0.009
C -4.095 -0.592 -0.375 0.004
C -4.576 -1.593 0.502 -0.002
C -3.789 -2.747 0.668 0.000
C -2.543 -2.884 0.031 -0.001
Br -6.012 -1.184 1.579 -0.001
H 0.047 -3.269 0.166 0.001
H -0.538 -1.420 -2.395 -0.001
H 0.991 -5.262 0.208 0.000
H 1.320 -3.152 -3.533 0.000
H 2.373 -7.118 -0.790 0.000
H 2.673 -5.106 -4.318 0.000
H -2.394 0.146 -1.544 -0.005
H -1.942 -3.769 0.178 0.000
H -4.744 0.258 -0.551 -0.003
H -4.138 -3.538 1.325 0.000
P 2.499 0.182 -0.654 -0.006
C -3.282 2.674 -1.071 0.076
C -4.036 3.902 -1.571 0.026
H -3.729 2.340 -0.129 -0.012
H -3.392 1.851 -1.782 0.041
H -5.089 3.665 -1.729 -0.001
H -3.984 4.693 -0.814 -0.005
H -3.623 4.282 -2.508 -0.003
C -0.767 2.703 -2.405 0.111
C -1.170 3.805 -3.410 0.015
H -1.069 1.700 -2.755 0.039
H 0.327 2.710 -2.278 -0.043
H -0.580 3.695 -4.335 0.001
H -2.236 3.754 -3.686 0.000
H -0.947 4.804 -3.004 -0.005
C -0.950 1.783 0.485 0.054
C -0.767 2.615 1.774 0.069
H 0.022 1.328 0.146 -0.037
H -1.725 1.007 0.611 0.027
H -0.041 2.151 2.455 0.018
H -0.424 3.646 1.567 -0.026
H -1.718 2.708 2.322 0.012
C 2.906 1.286 0.777 0.001
C 4.303 1.913 0.839 0.000
H 2.730 0.702 1.693 0.000
H 2.149 2.082 0.784 0.001
H 5.088 1.165 0.963 0.000
H 4.540 2.528 -0.041 0.000
H 4.367 2.575 1.715 0.000
C 2.704 1.281 -2.104 0.005
C 2.730 0.594 -3.460 0.000
H 3.592 1.914 -1.998 0.000
H 1.852 1.975 -2.042 -0.010
H 3.701 0.133 -3.668 0.000
H 1.983 -0.196 -3.547 0.000
H 2.546 1.309 -4.272 0.000
C 3.987 -0.915 -0.803 0.000
C 3.950 -2.099 0.159 0.000
H 4.871 -0.273 -0.624 0.000
H 4.010 -1.265 -1.847 0.000
H 3.292 -2.903 -0.216 0.000
H 4.971 -2.481 0.286 0.000
H 3.578 -1.819 1.160 0.000
S 0.729 -1.349 2.236 -0.001
C -0.174 -0.269 3.276 0.000
N -1.518 -0.297 3.281 0.001
C -2.281 0.255 4.393 0.001
C -1.618 1.517 4.937 0.000
C -0.175 1.223 5.250 0.000
N 0.478 0.588 4.089 0.000
H -1.896 -1.091 2.771 0.001
H -2.304 -0.474 5.217 0.000
H -3.317 0.397 4.050 0.000
H -2.126 1.776 5.865 0.000
H -1.687 2.366 4.246 0.001
H -0.172 0.535 6.102 0.000
H 0.425 2.099 5.508 0.000
H 1.496 0.472 4.097 0.000
```

=====

Formula: C29H48N4O7P2PdS
Source: the Open Molecules 2025 dataset
Level of theory: the ωB97M-V functional and the def2-TZVPD basis

Output
* M: 765.16 g/mol
* multiplicity: 1
* LUMO level: 4.40 eV
* E_HOMO: -0.085 eV
* charge: -2
* energy relative to the best compared isomer or geometry (same formula, charge and spin): 59.7 kcal per mole

XYZ file:
```
92
Properties=species:S:1:pos:R:3:mulliken_charge:R:1
Pd -0.715 0.796 0.273 -0.457
C 4.554 0.950 -4.020 -1.284
C 4.883 -0.292 -3.195 0.572
C 6.236 -0.157 -2.510 -1.221
O 3.919 -0.662 -2.214 -0.537
P 2.883 0.264 -1.352 0.536
O 2.494 -0.528 -0.163 -0.716
C 1.589 0.863 -2.363 -0.932
P 0.146 2.218 -1.268 1.382
O -0.330 2.998 0.011 -0.978
O -0.741 2.650 -2.591 -0.369
C -2.088 3.135 -2.615 0.520
C -3.101 2.090 -2.175 -0.737
C -2.251 4.434 -1.833 -1.163
O 1.447 3.280 -1.660 -0.313
C 1.264 4.587 -2.142 0.965
C 2.397 4.893 -3.109 -1.453
C 1.222 5.577 -0.984 -1.506
O 3.900 1.456 -0.992 0.163
C 3.767 2.322 0.157 1.743
C 3.827 1.543 1.462 -0.854
C 4.896 3.318 0.034 -1.915
H 5.398 1.167 -4.681 0.519
H 4.381 1.815 -3.376 0.115
H 3.665 0.794 -4.631 0.303
H 4.921 -1.141 -3.880 0.431
H 6.206 0.679 -1.807 0.044
H 7.027 0.019 -3.247 0.474
H 6.466 -1.068 -1.953 0.312
H 0.980 -0.016 -2.591 0.337
H 1.986 1.383 -3.234 0.383
H -2.250 3.349 -3.671 0.315
H -2.855 1.684 -1.195 -0.248
H -3.138 1.264 -2.891 0.272
H -4.098 2.537 -2.114 0.460
H -2.058 4.257 -0.774 0.079
H -3.270 4.809 -1.967 0.522
H -1.552 5.196 -2.187 0.297
H 0.325 4.652 -2.695 0.032
H 3.353 4.896 -2.578 0.150
H 2.257 5.868 -3.589 0.385
H 2.441 4.120 -3.880 0.354
H 2.204 5.631 -0.499 0.258
H 0.495 5.234 -0.244 0.271
H 0.945 6.581 -1.329 0.404
H 2.810 2.837 0.088 -0.540
H 4.726 0.920 1.500 0.259
H 2.955 0.898 1.561 -0.305
H 3.842 2.252 2.296 0.462
H 5.862 2.809 0.123 0.426
H 4.820 4.068 0.827 0.400
H 4.859 3.825 -0.931 0.297
N -2.906 -1.181 -1.351 -0.858
C -2.424 -1.345 0.025 1.183
S -3.045 0.008 1.118 -0.450
N -2.892 -2.704 0.379 0.014
C -2.928 -3.381 1.570 0.314
C -2.892 -2.786 2.846 0.291
C -3.002 -3.568 3.985 -0.665
C -3.140 -4.956 3.928 -0.560
C -3.152 -5.553 2.673 -0.549
C -3.041 -4.787 1.522 -0.516
H -2.421 -0.365 -1.708 -0.073
H -3.880 -0.914 -1.264 0.368
H -2.834 -3.306 -0.428 0.309
H -2.777 -1.711 2.906 0.091
H -2.979 -3.074 4.951 0.365
H -3.220 -5.551 4.830 0.361
H -3.241 -6.631 2.584 0.328
H -3.043 -5.273 0.551 0.280
N -3.422 2.190 6.160 -0.604
C -2.587 1.727 5.522 0.076
C -1.493 1.143 4.763 0.329
C -0.692 0.166 5.340 -0.346
C 0.367 -0.333 4.611 -0.845
C 0.590 0.184 3.339 -0.173
N -0.191 1.086 2.777 0.021
C -1.230 1.545 3.464 -0.288
H -0.907 -0.187 6.340 0.447
H 1.011 -1.105 5.011 0.416
H 1.418 -0.163 2.725 0.316
H -1.868 2.258 2.957 0.458
C 0.462 -2.705 1.476 -0.910
O -0.487 -1.672 1.370 0.552
C -0.885 -1.211 0.047 -0.174
C -0.186 -1.964 -1.061 -1.962
H 1.413 -2.440 1.002 -0.013
H 0.103 -3.656 1.066 0.332
H 0.629 -2.854 2.547 0.206
H -0.341 -3.053 -0.986 0.543
H 0.884 -1.767 -1.044 0.274
H -0.590 -1.648 -2.018 0.196
```